ORCA calculation (ωB97M-V/def2-TZVPD) on the molecule C16H20ClNO4.

```
42
Properties=species:S:1:pos:R:3:mulliken_charge:R:1
C 0.11268 3.97824 1.04996 -1.31
C -0.27628 2.56991 1.48416 -0.33
C -1.41915 1.98008 0.65640 -0.07
C -1.07143 1.80769 -0.82380 -1.14
N 0.09735 0.98118 -1.01244 0.14
C 1.26452 1.46272 -1.46982 0.61
O 1.43459 2.59797 -1.85787 -0.68
C 2.39549 0.43449 -1.51316 -0.54
O 2.14819 -0.65788 -0.63260 -0.10
C 3.21711 -1.23163 -0.05460 0.46
O 4.34589 -0.86007 -0.21997 -0.60
C 2.82909 -2.40334 0.82030 -0.77
C 1.34023 -2.44927 1.14964 -0.69
C 0.53314 -2.78266 -0.09448 0.73
O 0.98851 -3.44855 -0.99371 -0.63
C -0.84903 -2.23858 -0.15750 -0.25
C -1.59951 -1.93023 0.97615 -0.03
C -2.87773 -1.42008 0.85064 -0.88
C -3.41037 -1.20047 -0.41293 0.54
Cl -4.99090 -0.52927 -0.56411 -0.21
C -2.68319 -1.51471 -1.55302 -0.67
C -1.41477 -2.04162 -1.41877 -0.19
H 0.83969 4.39476 1.74306 0.40
H 0.55968 3.97006 0.05971 0.29
H -0.75965 4.62812 1.03676 0.30
H -0.58741 2.58773 2.53166 0.49
H 0.59758 1.91801 1.41144 0.02
H -1.69464 1.00549 1.06879 -0.06
H -2.29239 2.63076 0.72567 0.45
H -0.84874 2.77234 -1.28161 0.57
H -1.91876 1.35254 -1.34710 0.29
H 0.05799 0.02638 -0.68946 0.03
H 2.48533 0.05629 -2.53836 0.24
H 3.33955 0.92167 -1.24746 0.42
H 3.10344 -3.30681 0.26762 0.32
H 3.44076 -2.36494 1.72237 0.41
H 1.15938 -3.24156 1.88131 0.50
H 1.01289 -1.50163 1.57682 0.22
H -1.20089 -2.10813 1.96291 0.44
H -3.46405 -1.19060 1.72660 0.44
H -3.11135 -1.35194 -2.52934 0.43
H -0.83283 -2.30248 -2.28984 0.43
```

Values from the calculation:
SMILES string: CCCCNC(=O)COC(=O)CCC(=O)c1ccc(Cl)cc1
net charge: 0
energy relative to the best compared isomer or geometry (same formula, charge and spin): 0.221 eV
Kohn-Sham gap: 9.45 eV
max |F|: 0.8 eV Å⁻¹
E: -39120.4219 eV

ORCA calculation (ωB97M-V/def2-TZVPD) on a structure of composition C41H40BKN14O.

```
98
Properties=species:S:1:pos:R:3:mulliken_charge:R:1
K 0.88568 0.52082 0.20966 0.86
C -2.77761 3.59277 -1.01619 -1.00
C -1.86440 2.52705 -0.86758 -0.62
N -1.33649 2.19719 0.28165 1.31
C -1.65783 2.89780 1.39954 -0.39
C -2.56723 3.97595 1.35595 1.36
C -3.11793 4.30634 0.09512 -0.97
C -2.91549 4.67639 2.54133 -1.09
C -2.35195 4.26764 3.72044 -0.73
C -1.44339 3.20324 3.79654 -0.78
C -1.05062 2.47320 2.66572 -0.20
N -0.27409 1.38588 2.63991 0.26
C 0.60505 1.04625 3.60311 0.05
C 1.35610 1.91883 4.39177 -0.47
C 2.35066 1.46599 5.26842 -0.71
C 2.63981 0.13735 5.42604 -1.19
C 1.90822 -0.80444 4.66280 1.28
C 2.15162 -2.19474 4.74733 -0.75
C 1.42318 -3.06817 3.99731 -0.78
C 0.42685 -2.54221 3.14808 -0.32
N 0.17063 -1.26536 3.03740 0.17
C 0.89764 -0.37607 3.76970 0.01
H -3.18229 3.83025 -1.99214 0.46
H -1.55967 1.93571 -1.72813 0.40
H -3.81392 5.13738 0.03100 0.33
H -3.60766 5.50841 2.49316 0.34
H -2.61611 4.78221 4.63992 0.35
H -1.05065 2.91163 4.76145 0.50
H 1.20147 2.98203 4.26819 0.56
H 2.92042 2.20414 5.82362 0.34
H 3.42040 -0.20285 6.09540 0.34
H 2.93496 -2.54819 5.41017 0.35
H 1.60244 -4.13549 4.03088 0.35
H -0.16824 -3.21363 2.53306 0.37
C 3.63155 -1.48382 1.12798 -1.01
C 3.47519 -1.84324 -0.31941 0.58
C 4.28194 -2.65709 -1.14005 -1.62
C 3.70037 -2.57599 -2.39004 0.93
C 4.12594 -3.21644 -3.67126 -1.28
N 2.62118 -1.77135 -2.29007 0.02
N 2.48365 -1.32625 -1.02042 0.89
B 1.63883 -1.30631 -3.39108 -0.77
N 0.20158 -1.82961 -3.10927 0.42
N -0.48335 -1.44286 -2.00384 0.19
C -1.64230 -2.07790 -2.03865 0.69
C -2.63962 -1.85793 -0.94804 -0.50
C -1.72611 -2.89894 -3.17998 -1.98
C -0.52455 -2.70649 -3.83181 1.13
C -0.04185 -3.32030 -5.10602 -1.25
N 1.64661 0.23178 -3.54245 0.10
N 1.41093 1.03848 -2.47845 0.79
C 1.54339 2.28294 -2.90212 0.29
C 1.38982 3.41945 -1.93993 -0.80
C 1.86289 2.30112 -4.27556 -1.53
C 1.92175 0.97290 -4.63805 0.88
C 2.23656 0.37434 -5.97028 -1.31
H 4.54559 -1.91737 1.53780 0.35
H 2.79504 -1.85125 1.72695 -0.07
H 3.69134 -0.40000 1.24537 0.17
H 5.17078 -3.20548 -0.87158 0.41
H 5.05599 -3.76235 -3.50676 0.34
H 4.29653 -2.47992 -4.45764 0.21
H 3.37873 -3.91954 -4.04598 0.16
H 2.00175 -1.78619 -4.43675 -0.24
H -2.26319 -1.10311 -0.25881 -0.23
H -2.82791 -2.77253 -0.37791 0.20
H -3.60012 -1.50743 -1.33539 0.27
H -2.54023 -3.53332 -3.49405 0.42
H -0.82275 -3.96722 -5.50880 0.32
H 0.85761 -3.91996 -4.95621 0.17
H 0.20152 -2.56638 -5.85613 0.17
H 1.31603 3.04004 -0.91989 -0.17
H 0.50080 4.01810 -2.15426 0.19
H 2.25945 4.07876 -1.96954 0.37
H 2.04980 3.15491 -4.90710 0.46
H 2.42537 1.17519 -6.68661 0.34
H 1.41452 -0.23584 -6.35041 0.18
H 3.11989 -0.26519 -5.93072 0.20
N -6.36925 -3.68072 1.76860 -0.36
C -6.69128 -2.35808 1.86809 0.12
O -7.84509 -1.97525 1.92000 -0.65
C -5.51942 -1.41861 1.90253 0.91
C -4.28208 -1.80169 2.40249 -0.70
C -3.23257 -0.89193 2.35404 -0.20
N -3.36569 0.31747 1.82697 0.24
C -4.55626 0.69261 1.37453 -0.20
C -5.67078 -0.13574 1.39847 -0.95
H -7.12986 -4.32068 1.62031 0.23
H -5.44497 -3.95211 1.48460 0.21
H -4.12304 -2.77780 2.84422 0.56
H -2.23815 -1.13356 2.71884 0.04
H -4.61239 1.69324 0.95650 0.30
H -6.62910 0.19014 1.01787 0.46
N 3.29007 2.01256 0.70473 -0.68
C 4.22007 2.55038 0.25355 0.53
N 5.32037 3.05020 -0.24346 -0.77
C 5.47499 4.34777 -0.35391 0.55
N 5.72397 5.47806 -0.48637 -0.69
```

Values from the calculation:
net charge: -2
energy relative to the best compared isomer or geometry (same formula, charge and spin): 1.119 eV
Kohn-Sham gap: 5.24 eV
max |F|: 0.3 eV Å⁻¹
E: -83083.5629 eV

ORCA calculation (ωB97M-V/def2-TZVPD) on the molecule C2H5N5O.

```
13
Properties=species:S:1:pos:R:3:mulliken_charge:R:1
H 0.42784 2.67289 -1.89773 0.30
N 0.89275 1.77208 -1.91301 -0.71
C 0.38361 1.15813 -0.89828 0.59
N -0.69327 1.46135 -0.24901 -0.51
C -1.05096 0.28760 0.31292 0.26
O -2.10586 -0.10685 1.16151 -0.45
N -0.09094 -0.71894 0.00247 0.29
N 0.06945 -1.43107 1.15460 -0.81
N 1.02705 -0.00064 -0.46644 -0.33
H -1.55553 -0.76594 1.63026 0.48
H 1.25184 -1.32031 1.44490 0.35
H 0.07943 -2.49734 0.96548 0.26
H 1.36458 -0.51097 -1.24768 0.29
```

Values from the calculation:
SMILES string: [H]/N=c1\nc(O)n(N)[nH]1
net charge: 0
energy relative to the best compared isomer or geometry (same formula, charge and spin): 2.815 eV
Kohn-Sham gap: 9.16 eV
max |F|: 7.5 eV Å⁻¹
E: -11649.7297 eV

ORCA calculation (ωB97M-V/def2-TZVPD) on the molecule C19H23NO2.

```
45
Properties=species:S:1:pos:R:3:mulliken_charge:R:1
C 2.28397 5.35436 0.61310 -1.62
C 2.62035 4.01210 -0.03254 0.68
C 2.24670 2.87491 0.91794 -1.46
C 1.88563 3.84869 -1.37683 -0.07
C 2.32497 4.87049 -2.42379 -1.68
N 2.08968 2.51080 -1.90439 -0.12
C 1.07559 1.64706 -2.12588 0.59
O -0.08317 1.88853 -1.88464 -0.66
C 1.54667 0.31221 -2.72894 -0.72
O 0.53132 -0.65050 -2.77295 -0.44
C -0.00075 -1.09814 -1.59760 0.59
C -1.08248 -1.97038 -1.71880 -0.74
C -1.68041 -2.50385 -0.59923 -0.51
C -1.21482 -2.19403 0.67855 0.33
C -1.85129 -2.76496 1.87393 0.27
C -1.08223 -3.20674 2.94848 -0.44
C -1.68195 -3.74690 4.07074 -0.53
C -3.06089 -3.85207 4.14160 -0.42
C -3.83604 -3.41415 3.08085 -0.55
C -3.23761 -2.87736 1.95636 -0.48
C -0.13293 -1.32790 0.78861 -1.06
C 0.47093 -0.78242 -0.32951 0.12
H 2.75538 5.42508 1.59058 0.42
H 1.20873 5.44952 0.74423 0.36
H 2.63709 6.18570 0.00988 0.41
H 3.70050 3.97330 -0.22115 0.25
H 2.59500 1.91701 0.53913 0.26
H 2.69733 3.03555 1.89445 0.50
H 1.16708 2.82291 1.03765 0.37
H 0.80675 3.93092 -1.20923 0.39
H 1.85353 4.64328 -3.37712 0.43
H 3.40574 4.84565 -2.55328 0.33
H 2.03104 5.87314 -2.13149 0.43
H 3.03163 2.25987 -2.16030 0.32
H 1.82437 0.48126 -3.77446 0.41
H 2.42895 -0.05862 -2.18566 0.39
H -1.43658 -2.21110 -2.70875 0.44
H -2.50900 -3.18710 -0.71386 0.48
H -0.00501 -3.14333 2.89270 0.46
H -1.07127 -4.09035 4.89359 0.37
H -3.52906 -4.27308 5.01930 0.37
H -4.91282 -3.48937 3.13209 0.37
H -3.84841 -2.52102 1.13976 0.47
H 0.23289 -1.05271 1.76725 0.48
H 1.29504 -0.09927 -0.19362 0.22
```

Values from the calculation:
SMILES string: CC(C)[C@@H](C)NC(=O)COc1ccc(-c2ccccc2)cc1
net charge: 0
energy relative to the best compared isomer or geometry (same formula, charge and spin): 0.694 eV
Kohn-Sham gap: 8.57 eV
max |F|: 0.5 eV Å⁻¹
E: -25662.0528 eV

ORCA calculation (ωB97M-V/def2-TZVPD) on a structure of composition C37H15BrF15GeN3ORuS3.

```
77
Properties=species:S:1:pos:R:3:mulliken_charge:R:1
Ru -0.78579 0.59083 -1.45148 1.19
Br -0.28086 -6.70706 -1.46986 -0.18
C -0.79090 -4.89193 -1.44434 -0.50
C -1.92862 -4.50037 -0.73727 -0.26
C -2.31227 -3.17806 -0.70996 -0.41
C -1.56606 -2.19324 -1.37071 0.53
O -1.99720 -0.94215 -1.29723 -0.64
C -0.41139 -2.59490 -2.08926 -0.16
C 0.42790 -1.69635 -2.82637 0.33
N 0.29391 -0.41168 -2.86130 0.29
C 1.19353 0.41106 -3.59296 0.19
C 2.06747 -0.00863 -4.56249 -0.69
C 2.94768 0.90775 -5.16932 -1.02
C 2.93998 2.22853 -4.82231 -0.86
C 2.01752 2.70090 -3.86212 0.84
C 1.91870 4.05615 -3.46933 -0.64
C 0.96942 4.43144 -2.56380 -1.29
C 0.10716 3.46030 -2.03032 -0.21
N 0.17994 2.18763 -2.36498 0.49
C 1.13388 1.78761 -3.26462 0.46
C -0.04835 -3.95452 -2.11438 -0.86
H -2.50902 -5.24262 -0.20527 0.52
H -3.18600 -2.87262 -0.14944 0.49
H 1.23255 -2.15649 -3.39427 0.21
H 2.09347 -1.04107 -4.88259 0.45
H 3.63593 0.54840 -5.92178 0.41
H 3.62423 2.92700 -5.28586 0.44
H 2.59706 4.78277 -3.89883 0.46
H 0.86393 5.45759 -2.24339 0.46
H -0.66846 3.72441 -1.32604 0.69
H 0.83391 -4.25506 -2.66536 0.52
F 2.76804 -2.24998 1.51118 -0.33
C 3.46226 -1.22431 2.02467 0.51
C 2.80207 -0.05661 2.37215 -0.37
C 3.58788 0.98147 2.84166 0.17
F 3.03277 2.16011 3.16078 -0.28
C 4.95711 0.86284 3.00323 -0.01
F 5.67627 1.87925 3.46841 -0.28
C 5.57763 -0.32868 2.66683 0.63
F 6.88733 -0.45759 2.80881 -0.29
C 4.82648 -1.38261 2.16933 0.08
F 5.42129 -2.52127 1.82871 -0.29
Ge 0.89233 0.12377 1.99620 1.43
S 1.02523 0.09791 -0.22262 -0.86
C -0.07552 -1.46617 2.64616 -0.44
C -1.33603 -1.75879 2.16094 0.76
F -1.92528 -0.91395 1.29854 -0.23
C -2.04778 -2.88162 2.53445 -0.23
F -3.26346 -3.11587 2.03223 -0.38
C -1.49361 -3.75897 3.44999 0.71
F -2.16089 -4.84092 3.82123 -0.30
C -0.24532 -3.48864 3.98626 0.12
F 0.28375 -4.31461 4.88082 -0.29
C 0.43587 -2.35204 3.58421 0.28
F 1.62252 -2.12983 4.15502 -0.36
C 0.17052 1.66742 2.95030 0.20
C 0.08928 1.58058 4.33071 0.51
F 0.50827 0.46329 4.94008 -0.36
C -0.39854 2.60634 5.11809 0.10
F -0.46283 2.48263 6.43722 -0.28
C -0.82195 3.77809 4.50836 0.77
F -1.29405 4.77394 5.23987 -0.29
C -0.73849 3.90681 3.13183 -0.03
F -1.12153 5.03578 2.53945 -0.30
C -0.23932 2.85619 2.38503 -0.62
F -0.12167 3.04580 1.06102 -0.13
S -2.43711 1.93222 -0.16180 -0.29
C -3.59235 1.38873 -1.28557 0.30
N -4.51459 0.49162 -1.02055 -0.17
C -5.17914 -0.11087 -2.17518 -0.57
C -5.15392 0.96533 -3.25228 -0.60
S -3.61229 1.89073 -2.93838 -0.05
H -4.46447 0.01866 -0.12750 0.33
H -6.19248 -0.41314 -1.92152 0.46
H -4.60098 -0.98739 -2.48082 0.14
H -5.98481 1.66175 -3.15576 0.39
H -5.14176 0.54699 -4.25452 0.44
```

Values from the calculation:
net charge: +1
2S+1: 2
energy relative to the best compared isomer or geometry (same formula, charge and spin): 0.413 eV
Kohn-Sham gap (spin up / spin down): 6.96 / 6.90 eV
max |F|: 1.2 eV Å⁻¹
E: -247533.1574 eV